Molecular formula: C18H40B2BrF5O12PS
Method: DFT, ωB97M-V with the def2-TZVPD basis set

```
80
Properties=species:S:1:pos:R:3:forces:R:3:mulliken_charge:R:1
C -4.1577 1.6631 -0.2060 0.5 0.2 0.0 -1.094
B -2.8193 1.2178 -0.9268 -0.1 -0.5 -0.4 0.654
O -2.6906 1.5020 -2.2784 -0.5 -0.3 0.4 -0.641
C -1.5781 0.5028 -0.2463 -0.4 0.0 0.2 -0.480
O -1.1276 1.5165 0.6370 0.4 -0.2 0.2 -0.660
B -1.5243 1.2334 2.0491 -1.2 0.7 -2.2 1.619
Br 0.0183 1.6256 3.2984 0.3 -0.1 0.4 -0.451
O -1.9768 -0.1737 1.9837 -1.3 -0.6 0.4 -1.179
C -1.7901 -0.7169 0.7213 2.8 1.2 1.6 0.450
P -0.0139 -1.5317 0.7923 1.4 -2.0 -1.8 0.005
C 0.2014 -2.2102 2.5079 -1.0 0.7 0.0 -1.106
O 1.1257 -0.3216 0.6401 -0.7 0.3 0.5 -0.121
S -2.8459 -2.1129 0.2209 0.2 -0.6 -2.0 1.341
O -3.7366 -1.8425 -0.8732 -1.0 1.5 0.6 -0.740
O -2.0115 -3.2204 -0.1265 0.8 -0.8 1.1 -0.698
C -3.8906 -2.7542 1.6420 -0.5 1.3 0.4 0.661
F -3.2741 -3.6736 2.3594 0.8 -0.3 0.4 -0.274
F -4.9249 -3.3432 1.0540 -0.5 -0.3 -0.7 -0.261
C -4.4845 -1.6708 2.5945 -0.6 -1.3 0.0 0.716
F -4.7624 -0.5635 1.9705 0.0 1.0 -0.6 -0.184
F -5.6532 -2.1501 3.0643 -0.6 -0.4 0.0 -0.307
F -3.7502 -1.4770 3.6446 1.2 0.4 0.9 -0.210
H -4.9951 1.0980 -0.6349 0.0 0.1 0.2 0.352
H -4.3096 2.7325 -0.4156 -0.1 -0.2 -0.1 0.304
H -4.1132 1.5732 0.8798 -0.2 -0.2 -0.1 0.175
H -3.5827 1.7065 -2.5930 0.4 0.3 -0.2 0.293
H -0.7757 0.2503 -0.9550 -0.2 0.0 0.0 0.151
H -2.4552 1.9877 2.2350 0.1 0.0 1.0 -0.425
H 1.2563 -2.2355 2.7855 0.0 0.0 -0.2 0.457
H -0.3694 -1.6453 3.2551 0.2 0.0 0.0 0.241
H -0.1971 -3.2290 2.4655 0.1 0.1 0.0 0.277
H 1.9069 -0.4816 1.1846 -0.3 0.1 0.1 0.192
C -7.7911 -2.4519 8.4515 0.0 -0.1 0.0 -0.735
O -6.8919 -2.8575 7.4377 -0.1 0.2 0.1 -0.391
C -7.1206 -2.1943 6.1980 0.3 -0.3 0.0 -0.501
C -6.1343 -1.0664 5.9761 -0.3 0.3 -0.1 -0.173
O -6.3212 -0.0170 6.9194 0.0 -0.2 0.2 -0.440
C -5.3778 -0.0533 7.9758 0.0 0.1 -0.1 -0.730
H -7.4028 -2.8061 9.4064 0.0 -0.1 0.0 0.246
H -7.8891 -1.3645 8.4974 0.0 0.0 0.0 0.326
H -8.7768 -2.9014 8.2842 -0.1 0.1 0.0 0.318
H -8.1494 -1.8250 6.1414 0.0 0.1 0.0 0.312
H -6.9844 -2.9383 5.4082 0.0 0.0 0.0 0.344
H -6.3071 -0.6410 4.9853 0.0 0.0 0.0 0.235
H -5.1066 -1.4380 6.0067 0.0 0.0 0.0 0.294
H -4.4064 0.3101 7.6239 0.0 -0.1 0.1 0.326
H -5.2642 -1.0595 8.3859 0.0 0.0 0.0 0.318
H -5.7327 0.6089 8.7655 0.0 0.0 -0.1 0.243
C 6.2875 -0.9447 -3.3279 0.0 0.1 -0.1 -0.903
O 5.2290 -0.1437 -3.8203 0.1 -0.2 0.1 -0.035
C 3.9562 -0.7744 -3.6918 -0.1 0.4 -0.1 -0.745
C 3.1842 -0.2444 -2.5013 -0.2 -0.4 0.2 -0.365
O 3.8133 -0.5881 -1.2773 0.3 0.1 -0.1 -0.369
C 4.5533 0.4834 -0.7203 -0.2 0.0 0.1 -0.784
H 7.1707 -0.3123 -3.2301 0.0 0.0 -0.1 0.222
H 6.0538 -1.3696 -2.3492 0.0 0.0 0.0 0.378
H 6.5099 -1.7526 -4.0345 0.0 -0.1 0.1 0.301
H 4.0693 -1.8606 -3.6269 0.0 0.0 0.1 0.378
H 3.3941 -0.5469 -4.6029 0.0 0.0 0.0 0.362
H 2.1930 -0.7074 -2.4922 0.0 0.0 0.0 0.297
H 3.0474 0.8385 -2.5770 0.0 0.0 0.0 0.335
H 3.8718 1.2171 -0.2761 0.1 0.1 0.0 0.343
H 5.1845 0.9750 -1.4652 0.0 0.0 0.0 0.309
H 5.1907 0.0782 0.0660 0.0 0.0 0.0 0.249
C 5.1581 4.1445 -7.1136 0.0 0.1 0.1 -0.741
O 5.8366 3.7322 -5.9420 0.0 -0.1 -0.3 -0.418
C 5.7928 2.3211 -5.7429 0.2 0.3 0.4 -0.096
C 7.0883 1.6622 -6.1657 -0.2 -0.3 -0.2 -0.367
O 7.2998 1.7635 -7.5710 0.1 0.2 0.1 -0.389
C 8.2127 2.7883 -7.9166 0.0 -0.1 0.0 -0.746
H 5.4437 5.1756 -7.3224 0.0 0.0 0.1 0.251
H 5.4235 3.5282 -7.9763 0.0 0.0 0.0 0.321
H 4.0748 4.1051 -6.9557 0.0 0.0 -0.1 0.329
H 4.9426 1.8809 -6.2721 0.0 0.0 0.0 0.277
H 5.6480 2.1510 -4.6751 0.0 -0.1 0.0 0.123
H 7.0305 0.5968 -5.9267 0.0 0.0 0.0 0.260
H 7.9346 2.0865 -5.6158 0.0 0.1 0.0 0.279
H 9.2375 2.4708 -7.6914 0.0 0.1 0.0 0.321
H 7.9959 3.7208 -7.3904 0.0 0.0 0.0 0.328
H 8.1301 2.9642 -8.9890 0.0 -0.1 0.0 0.246
```
Positions in Å, forces in eV/Å.

* LUMO: 0.0828 hartree
* gap between HOMO and LUMO: 6.73 eV
* M: 708.06 g/mol
* HOMO level: -4.478 eV
* charge: -1
* DFT total energy: -148991.9464 eV